Record 1
5 unconnected molecules or ions with the total composition C28H29Br2F4S. Source: the OMol25 dataset; level of theory: the ωB97M-V functional and the def2-TZVPD basis.

```
64
Properties=species:S:1:pos:R:3
C 4.77 -2.87 -3.34
S 4.50 -4.62 -3.06
Br 5.06 -5.50 -4.98
C 2.73 -4.86 -2.98
C 1.90 -4.17 -4.06
C 1.52 -2.75 -3.65
Br -0.09 -2.80 -2.55
H 5.80 -2.79 -3.67
H 4.12 -2.46 -4.10
H 4.68 -2.35 -2.39
H 2.58 -5.93 -3.00
H 2.41 -4.52 -1.99
H 1.00 -4.75 -4.16
H 2.38 -4.21 -5.03
H 2.26 -2.33 -2.99
H 1.35 -2.10 -4.49
F 2.85 -0.57 -1.75
C 2.21 0.51 -1.20
C 0.87 0.40 -0.89
C 0.23 1.49 -0.33
C 0.92 2.66 -0.09
C 2.27 2.75 -0.41
C 2.93 1.66 -0.97
H 0.36 -0.53 -1.10
H -0.82 1.42 -0.07
H 0.42 3.51 0.35
H 2.81 3.67 -0.23
H 3.98 1.71 -1.22
F -2.81 3.52 -1.07
C -2.86 4.40 -0.05
C -2.29 5.65 -0.22
C -2.35 6.56 0.83
C -2.98 6.21 2.02
C -3.54 4.96 2.17
C -3.49 4.04 1.13
H -1.81 5.90 -1.15
H -1.92 7.54 0.71
H -3.02 6.93 2.83
H -4.02 4.68 3.10
H -3.93 3.06 1.22
F -2.77 -8.04 1.37
C -3.02 -7.02 0.53
C -4.33 -6.65 0.28
C -4.57 -5.60 -0.59
C -3.52 -4.94 -1.20
C -2.21 -5.32 -0.94
C -1.95 -6.37 -0.06
H -5.13 -7.19 0.77
H -5.59 -5.30 -0.78
H -3.72 -4.12 -1.88
H -1.39 -4.81 -1.42
H -0.94 -6.69 0.16
F 0.82 4.86 2.14
C 0.75 4.47 3.43
C 0.01 3.35 3.75
C -0.06 2.95 5.08
C 0.61 3.67 6.06
C 1.35 4.79 5.71
C 1.43 5.19 4.39
H -0.51 2.81 2.98
H -0.63 2.07 5.35
H 0.56 3.35 7.09
H 1.87 5.35 6.48
H 2.00 6.06 4.10
```

Values from the calculation:
Charge: +1
Kohn-Sham gap (eV): 5.3
E (eV): -191289.1973

Now the Mulliken charges, all in e: -0.834 0.309 0.046 -0.578 -0.702 -0.140 -0.139 0.504 0.340 0.288 0.431 0.467 0.492 0.314 -0.230 0.509 -0.144 0.643 -0.182 -0.586 -0.451 -0.602 -0.572 0.112 0.413 0.496 0.412 0.398 -0.380 0.322 -0.363 -0.368 -0.539 -0.390 -0.362 0.439 0.387 0.414 0.402 0.437 -0.308 0.395 -0.516 -0.271 -0.494 0.432 -0.681 0.417 0.375 0.374 -0.127 0.386 -0.309 0.325 -0.040 -0.484 -0.539 -0.392 -0.539 0.448 0.364 0.379 0.369 0.421

Record 2
2 unconnected molecules or ions with the total composition C3H7O3P at a distorted geometry. Source: the OMol25 dataset; level of theory: the ωB97M-V functional and the def2-TZVPD basis.

```
14
Properties=species:S:1:pos:R:3
C 0.60 0.67 0.47
C -1.35 -1.55 -1.29
C 0.72 0.13 1.70
O 1.38 0.22 -0.60
O -1.54 -0.48 -1.74
O 1.50 -0.94 1.93
P -0.59 2.06 0.47
H -1.75 -2.49 -1.70
H -0.56 -1.88 -0.55
H 0.22 0.49 2.54
H 1.25 0.94 -1.12
H 1.59 -1.30 1.07
H 0.11 2.60 -0.76
H -1.58 1.54 -0.41
```

Values from the calculation:
Kohn-Sham gap (eV): 9.2
SMILES string: O/C=C(\O)P.C=O
E (eV): -18652.6319

Now the Mulliken charges, all in e: 0.261 0.045 -0.294 -0.464 -0.356 -0.502 -0.083 0.272 0.051 0.422 0.265 0.327 0.021 0.034

- Among the records above, which one has the highest Kohn-Sham gap?
  C3H7O3P

- Which formula does entry 2 have?
  C3H7O3P